(1)
99
Properties=species:S:1:pos:R:3 method="wB97M-V/def2-TZVPD" homo_lumo_gap_ev="3.787 / 3.327" total_charge=+1 e_above_lowest_kcal_mol=122.83
W -0.32707 0.43672 0.03406
C -1.90194 1.79729 -0.72401
C -1.90777 1.95530 0.70197
C -3.02216 1.11763 1.27646
C -3.14702 0.08311 0.18670
C -2.62405 0.56785 -0.98052
H -1.82709 2.60222 -1.44374
H -1.75351 2.94567 1.10678
H -3.95845 1.69290 1.32212
H -3.76709 -0.79970 0.26750
H -2.81662 0.14087 -1.95923
C -2.11159 -4.57035 4.17800
C -2.03000 -3.38548 4.89468
C -1.84909 -2.18782 4.23047
C -1.75117 -2.17997 2.83887
C -1.93445 -3.35288 2.11744
C -2.10274 -4.55055 2.79200
P -1.22654 -0.61536 2.08524
C -2.72840 0.60403 2.70820
C -2.11417 1.57031 3.61753
C -2.52394 1.71715 4.90986
C -3.60595 0.98998 5.41349
C -4.27031 0.09281 4.57792
C -3.86093 -0.11106 3.29049
C 0.45779 -0.49123 2.73019
C 1.07157 -1.00645 3.86380
C 2.45041 -1.12103 3.87849
C 3.18332 -0.76350 2.75921
C 2.56009 -0.23321 1.63927
C 1.18380 -0.05412 1.59937
H -2.18521 -5.50971 4.70476
H -2.09017 -3.40131 5.97335
H -1.78871 -1.25558 4.77706
H -1.94341 -3.32861 1.03444
H -2.20686 -5.47238 2.23860
H -1.28359 2.14949 3.23971
H -2.03488 2.44139 5.54538
H -3.93809 1.14647 6.42651
H -5.13578 -0.43424 4.95070
H -4.43386 -0.76703 2.65163
H 0.49259 -1.33166 4.71354
H 2.94594 -1.51604 4.75182
H 4.25301 -0.90240 2.75747
H 3.17260 0.04031 0.78940
N 1.70157 -0.40297 -2.34682
P 0.32300 0.58694 -2.36052
C 0.82113 1.78158 -3.65473
C 1.50485 1.34186 -4.78700
C 1.77550 2.22489 -5.81579
C 1.34911 3.54152 -5.73247
C 0.63304 3.97121 -4.62772
C 0.36599 3.09236 -3.59197
C -0.79075 -0.38016 -3.47816
C -0.76106 -1.77003 -3.50243
C -1.54713 -2.46913 -4.40196
C -2.37746 -1.79104 -5.27871
C -2.44620 -0.40703 -5.22951
C -1.66392 0.29352 -4.33031
C 1.78624 -1.43858 -1.46085
C 2.79761 -2.39233 -1.60506
C 2.81513 -3.49165 -0.77749
C 1.81667 -3.59610 0.18834
C 0.88557 -2.58851 0.29847
N 0.84597 -1.50674 -0.49555
H 2.48311 -0.24427 -2.96695
H 1.80910 0.30801 -4.88099
H 2.30636 1.87825 -6.69032
H 1.56514 4.22729 -6.53691
H 0.27674 4.98830 -4.57027
H -0.18545 3.42144 -2.72326
H -0.12605 -2.31185 -2.81655
H -1.51554 -3.54838 -4.40841
H -2.97429 -2.34148 -5.99099
H -3.10988 0.12708 -5.89358
H -1.72724 1.37208 -4.29232
H 3.53736 -2.25243 -2.37727
H 3.58280 -4.24183 -0.88102
H 1.76665 -4.44398 0.85016
H 0.14078 -2.63317 1.08194
C 2.08060 2.69521 2.21061
Si 1.20565 2.48729 0.49142
C 2.69024 2.49746 -0.74910
C 0.36072 4.20869 0.39780
C -0.40411 4.65425 1.47650
C -1.05957 5.86984 1.44662
C -0.91853 6.70107 0.34914
C -0.10640 6.31052 -0.70014
C 0.51437 5.07357 -0.67760
H 2.24061 3.74770 2.42805
H 3.04674 2.20223 2.22751
H 1.50511 2.27318 3.02859
H 3.29887 3.38385 -0.59804
H 2.36939 2.48155 -1.78712
H 3.33175 1.63545 -0.59078
H -0.46821 4.04902 2.36969
H -1.67415 6.17039 2.28192
H -1.42210 7.65462 0.32362
H 0.04957 6.97403 -1.53639
H 1.15779 4.78725 -1.49450

(2)
19
Properties=species:S:1:pos:R:3 method="wB97M-V/def2-TZVPD" smiles="C=C(N)C[C@H](C)N" homo_lumo_gap_ev=9.190 total_charge=0 e_above_lowest_kcal_mol=22.26
C -0.97069 -1.77247 1.31813
C -0.28663 -0.62884 1.17739
N -0.03285 0.18503 2.30004
C 0.64329 -0.42150 0.01369
C 0.35667 0.86795 -0.81104
C -1.08421 0.89287 -1.26740
N 1.24752 0.96466 -1.97841
H -1.44240 -2.03392 2.24974
H -0.83478 -2.46728 0.50555
H 0.06560 -0.33307 3.15765
H 0.70890 0.86190 2.22404
H 1.66054 -0.28953 0.39217
H 0.61413 -1.25955 -0.67696
H 0.57710 1.73235 -0.17617
H -1.21762 1.72778 -1.95905
H -1.79583 1.11022 -0.47156
H -1.37697 -0.04458 -1.74505
H 0.97601 0.17816 -2.56961
H 2.19223 0.72981 -1.68315

(3)
238
Properties=species:S:1:pos:R:3 method="wB97M-V/def2-TZVPD" homo_lumo_gap_ev=9.006 total_charge=0
Mg 0.40341 -1.82994 -3.94944
C -0.12217 -2.34535 0.22772
F -0.31397 -3.59845 -0.28825
F -1.20619 -1.60625 0.00468
F 0.11820 -2.38886 1.53521
S 1.37329 -1.62995 -0.85547
O 2.05673 -0.68762 0.02254
O 2.13982 -2.76412 -1.28306
N 0.70028 -0.89264 -2.33539
S 0.33435 0.57996 -1.87191
O -0.54084 1.09552 -2.90503
O -0.21180 0.79043 -0.54487
C 1.98839 1.55434 -1.98553
F 2.99851 0.69631 -1.97775
F 2.04394 2.10002 -3.20818
F 2.07356 2.45046 -1.00486
C 1.01945 -3.00866 -7.81272
F 1.65295 -3.97326 -7.14136
F 1.84099 -1.92900 -7.82018
F 0.75095 -3.39053 -9.02303
S -0.65088 -2.51863 -6.91502
O -1.55467 -2.10333 -7.98601
O -1.13351 -3.74983 -6.31389
N -0.19844 -1.39959 -5.67447
S -0.22745 -0.02967 -6.52773
O 0.57296 0.90944 -5.76594
O 0.05166 -0.04117 -7.92925
C -2.07632 0.55129 -6.35407
F -2.87426 -0.45285 -6.34096
F -2.18325 1.32533 -5.28444
F -2.40153 1.28665 -7.49598
C 5.80288 6.11908 -7.99047
O 5.54927 4.70802 -7.86874
C 5.87780 4.01006 -6.72133
C 5.55293 4.54475 -5.37702
O 4.17609 4.27989 -5.05405
C 3.21885 5.09331 -5.71594
C 1.83011 5.02856 -4.96642
O 1.96168 5.78368 -3.70373
C 1.04202 5.41027 -2.67647
H 5.77670 6.66417 -7.04692
H 4.93823 6.59947 -8.44839
H 6.75573 6.34559 -8.46891
H 6.95007 3.84285 -6.82322
H 5.51170 2.99315 -6.86251
H 5.81290 5.59668 -5.25887
H 6.16148 4.04203 -4.62533
H 3.01245 4.67132 -6.69951
H 3.64638 6.03721 -6.05415
H 1.59107 3.97819 -4.80002
H 1.08257 5.53790 -5.57458
H 1.40940 5.87357 -1.76078
H 0.97011 4.34261 -2.46905
H 0.05756 5.73824 -3.01020
C -2.59642 -8.02191 -2.63195
O -2.34298 -6.68668 -2.10603
C -2.29477 -6.59164 -0.67232
C -1.18627 -7.30748 0.07060
O -1.12576 -8.71034 -0.11221
C -0.10539 -9.45012 0.54419
C 0.23415 -9.26966 2.03271
O -0.70679 -9.94373 2.84154
C -1.88700 -9.28218 3.20708
H -1.73855 -8.66737 -2.44347
H -2.56235 -7.88871 -3.71324
H -3.50583 -8.52133 -2.29779
H -3.17414 -7.03523 -0.20540
H -2.22662 -5.58744 -0.25392
H -1.20737 -7.05996 1.13191
H -0.24547 -6.89006 -0.28820
H 0.79248 -9.38502 -0.07037
H -0.39347 -10.49644 0.44264
H 0.39074 -8.25348 2.39460
H 1.18115 -9.75950 2.25930
H -2.44018 -9.05121 2.29672
H -1.72211 -8.33138 3.71392
H -2.52946 -10.00125 3.71531
C -2.39297 -0.90364 8.55821
O -1.45600 -1.12200 7.48350
C -0.25898 -1.88782 7.75364
C 0.55956 -2.21348 6.51403
O 1.10628 -0.92943 5.98382
C 1.30835 -0.97570 4.54934
C 2.58015 -1.74047 4.21829
O 2.64044 -1.90156 2.78766
C 3.94158 -2.20051 2.28635
H -2.63412 -1.89536 8.94090
H -3.24742 -0.34258 8.17975
H -1.86919 -0.37105 9.35201
H -0.41961 -2.91309 8.08700
H 0.16995 -1.31159 8.57344
H -0.04291 -2.85156 5.86751
H 1.46659 -2.79612 6.67506
H 1.39479 0.05426 4.20322
H 0.40462 -1.39635 4.10841
H 2.84320 -2.72309 4.60993
H 3.36086 -1.01740 4.45444
H 4.37810 -1.21263 2.13919
H 3.83619 -2.63214 1.29102
H 4.43426 -3.03318 2.78836
C -2.64725 -1.61161 -3.28851
O -1.47817 -2.38018 -3.39130
C -1.76934 -3.76104 -3.21711
C -0.54138 -4.67524 -3.36647
O 0.51226 -3.71078 -3.59642
C 1.80439 -4.35652 -3.87563
C 2.89118 -3.31851 -4.18640
O 2.33042 -2.05490 -4.61327
C 3.38014 -1.20037 -4.90890
H -2.32887 -0.68865 -2.80386
H -3.41756 -2.10542 -2.69618
H -3.01954 -1.29041 -4.26131
H -2.47675 -3.99906 -4.01145
H -2.24547 -3.90126 -2.24667
H -0.65373 -5.35081 -4.21446
H -0.44536 -5.20119 -2.41659
H 1.63869 -5.11178 -4.64389
H 2.12079 -4.98689 -3.04459
H 3.48587 -3.77398 -4.97823
H 3.58395 -3.21030 -3.35187
H 3.96574 -1.71577 -5.67016
H 4.02779 -0.93093 -4.07460
H 3.13919 -0.24519 -5.37545
C -1.52647 3.88546 5.04814
O -1.32234 3.08327 6.25448
C -1.08471 1.65730 5.95713
C -2.09338 0.95034 4.98265
O -1.71656 1.21740 3.61649
C -2.29216 0.34660 2.58862
C -3.83199 0.29511 2.26838
O -4.42551 -0.27538 3.42264
C -5.87949 -0.04710 3.45153
H -1.81264 4.89294 5.35009
H -2.35356 3.60422 4.39628
H -0.73960 3.94738 4.29640
H -1.01461 1.26157 6.97034
H -0.05750 1.64397 5.59274
H -3.06588 1.36885 5.24187
H -2.20364 -0.13121 5.06139
H -1.85557 -0.63940 2.74767
H -1.67422 0.74248 1.78268
H -4.13600 -0.31878 1.42055
H -4.18146 1.30630 2.05990
H -6.21298 0.85526 3.96400
H -6.40010 -0.76060 4.09028
H -6.41717 -0.11657 2.50591
C -4.95472 -6.30632 7.35175
O -3.55724 -5.83809 7.18050
C -3.35662 -4.44244 7.43267
C -3.83570 -3.54765 6.26307
O -3.20438 -4.09225 5.09334
C -3.46867 -3.24460 3.94182
C -3.05235 -3.86119 2.63687
O -3.65541 -5.04024 2.13927
C -3.96386 -6.03518 3.13059
H -5.22996 -6.46901 8.39380
H -5.05415 -7.23691 6.79298
H -5.66847 -5.65699 6.84478
H -2.29937 -4.29826 7.65523
H -3.89840 -4.13666 8.32770
H -3.59024 -2.53458 6.58176
H -4.89437 -3.63226 6.01780
H -3.05312 -2.24348 4.05659
H -4.54480 -3.07256 3.96341
H -1.97960 -4.05188 2.66770
H -3.20577 -3.18534 1.79557
H -3.16291 -6.44661 3.74483
H -4.25488 -6.91329 2.55409
H -4.78801 -5.86027 3.82216
C -2.07780 3.14641 0.05821
O -1.44897 3.54296 -1.12106
C -2.28163 3.68530 -2.24360
C -3.23129 4.90009 -2.31422
O -4.48742 4.75896 -1.59501
C -5.44650 5.81212 -1.66883
C -5.93590 6.28117 -3.09752
O -6.92126 5.34331 -3.60735
C -7.76904 5.94306 -4.53484
H -2.75622 3.89640 0.46485
H -1.38998 3.02300 0.89473
H -2.42808 2.11743 -0.02309
H -2.83986 2.77696 -2.47032
H -1.65031 3.93890 -3.09519
H -3.42132 5.03305 -3.37925
H -2.67714 5.78957 -2.01448
H -5.04611 6.73212 -1.24290
H -6.25521 5.55664 -0.98414
H -5.05106 6.54251 -3.67793
H -6.35308 7.27899 -2.96173
H -8.21303 6.82847 -4.07985
H -8.57176 5.25793 -4.80749
H -7.20095 6.18137 -5.43406
C 8.37265 0.01200 -0.81487
O 7.34405 -0.87769 -0.27877
C 6.00374 -0.51138 -0.51206
C 5.64939 0.87270 0.09136
O 6.11147 1.94216 -0.78992
C 5.73813 3.24258 -0.31204
C 5.78990 4.39136 -1.42965
O 5.47607 5.67375 -0.72973
C 5.16155 6.78187 -1.52736
H 8.73043 0.70539 -0.05375
H 8.10550 0.63611 -1.66765
H 9.26690 -0.56468 -1.05121
H 5.25580 -1.17871 -0.08387
H 5.84599 -0.54493 -1.59007
H 6.17277 0.95879 1.04361
H 4.57826 0.97742 0.26404
H 6.26130 3.54892 0.59380
H 4.72581 3.23271 0.09196
H 5.14060 4.14656 -2.27023
H 6.81377 4.32748 -1.79806
H 4.51538 6.46396 -2.34560
H 6.04509 7.27289 -1.93523
H 4.58752 7.37432 -0.81491
C -1.90429 8.57281 2.39370
O -1.31147 7.45722 1.92497
C -0.23101 6.99465 2.67277
C 0.36285 5.91693 1.67928
O 0.87071 4.83145 2.46311
C 1.44601 3.79754 1.70989
C 2.05206 2.76554 2.65024
O 3.17517 3.18967 3.49301
C 3.42490 2.14180 4.41160
H -2.60086 8.96249 1.65138
H -1.29295 9.40817 2.73510
H -2.63429 8.32106 3.16301
H -0.61675 6.52612 3.57819
H 0.49478 7.77640 2.89683
H 1.12253 6.35645 1.03290
H -0.40038 5.48114 1.03454
H 2.37375 4.12762 1.24252
H 0.77959 3.37303 0.95904
H 2.20075 1.80201 2.16278
H 1.26920 2.61643 3.39388
H 4.36328 2.35771 4.92242
H 3.50228 1.20283 3.86348
H 2.60603 1.99603 5.11608

(4)
15
Properties=species:S:1:pos:R:3 method="wB97M-V/def2-TZVPD" smiles=FCC[C@H](S)CF homo_lumo_gap_ev=9.950 total_charge=0 e_above_lowest_kcal_mol=3.69
F -1.77091 1.30847 0.46221
C -1.64098 -0.06423 0.26723
C -0.32543 -0.58343 0.87028
C 0.98040 -0.04185 0.26111
S 1.36417 1.68762 0.71427
C 1.07805 -0.26886 -1.23724
F 0.17564 0.54472 -1.91826
H -2.49044 -0.55183 0.78133
H -1.66698 -0.27712 -0.81284
H -0.33425 -0.37296 1.96671
H -0.33141 -1.69873 0.76343
H 1.78200 -0.60785 0.73430
H 0.24603 2.23206 0.23356
H 2.07670 0.01474 -1.58260
H 0.85740 -1.32074 -1.50349

(5)
28
Properties=species:S:1:pos:R:3 method="wB97M-V/def2-TZVPD" spin_multiplicity=2 homo_lumo_gap_ev="8.491 / 4.644" total_charge=+1 e_above_lowest_kcal_mol=56.06
C 0.07605 -0.54646 -3.21205
C 1.62459 -1.07213 0.19145
C 0.77408 -1.52953 -0.88956
C 0.75177 -0.48686 -1.89609
C 1.45733 0.58594 -1.42671
C 1.75509 -1.95405 1.28304
C 1.19127 -3.17982 1.27830
C 0.31575 -3.55388 0.27211
C 0.16495 -2.75679 -0.88898
N 1.97808 0.23233 -0.08809
H 2.45992 -1.73318 2.09082
H 1.31701 -3.86556 2.13421
H 2.63026 0.81260 0.36104
H -0.15480 -4.54101 0.40244
H 1.48566 1.51856 -1.82929
H -0.77355 -2.92944 -1.57322
H -0.94471 -0.98709 -3.43852
H 0.59591 -1.19874 -3.88061
H 0.09994 0.36717 -3.77613
C -1.99650 2.23639 0.85886
C -2.14021 2.91599 2.17073
O -2.86021 2.67947 3.08494
N -1.50940 4.14851 2.26162
H -1.07159 1.95448 0.41119
H -2.46005 2.68840 -0.00840
H -1.35071 4.28459 3.29613
H -0.80357 4.56657 1.82449
H -2.61237 1.34353 0.98628

(6)
13
Properties=species:S:1:pos:R:3 method="wB97M-V/def2-TZVPD" smiles="C/C(N)=C/N" homo_lumo_gap_ev=8.708 total_charge=0 e_above_lowest_kcal_mol=48.12
C -0.35580 0.39487 -1.58030
C 0.14010 -0.07990 -0.20443
N 0.68648 -1.43305 -0.13927
C 0.19853 0.79844 0.80119
N 0.26455 0.40344 2.16151
H -0.16124 1.46305 -1.52667
H -1.41164 0.20251 -1.77944
H 0.13774 0.03295 -2.49507
H 0.73023 -1.85975 -1.06045
H -0.14633 -1.92838 0.21457
H -0.01272 1.85080 0.68433
H -0.49375 0.74551 2.72178
H 0.42386 -0.59049 2.20226

(7)
13
Properties=species:S:1:pos:R:3 method="wB97M-V/def2-TZVPD" spin_multiplicity=3 homo_lumo_gap_ev="6.424 / 7.368" total_charge=0 e_above_lowest_kcal_mol=40.64
C -0.16831 0.74507 -1.91291
C 0.24266 0.33153 1.33431
C -0.60149 1.03890 0.56733
C 0.80333 -0.90721 0.76103
C -0.75794 0.13217 -0.66866
N 0.04986 1.16692 -2.95223
N -0.11496 -1.12793 -0.31979
H 0.43323 0.79309 2.28018
H -1.03208 1.94444 0.91235
H 1.84990 -0.66660 0.53426
H 0.74359 -1.82499 1.38194
H -1.77344 -0.07898 -0.78131
H 0.32564 -1.54640 -1.13650